Arrangement 1

This record from the OMol25 dataset describes 2 unconnected molecules or ions with the total composition C3H10NO. The level of theory is ωB97M-V/def2-TZVPD.

```
15
Properties=species:S:1:pos:R:3:mulliken_charge:R:1
C -2.6573 0.1808 -0.1188 -0.659
O -1.4205 0.3025 -0.7178 -0.815
H -3.1358 -0.7804 -0.4121 0.192
H -2.5348 -0.0085 0.9679 0.173
H -3.2709 1.0817 -0.2682 0.181
C 0.9968 -0.5086 1.1170 -1.012
N 0.9331 -0.6606 -0.3342 -0.645
C 1.8450 0.2805 -0.9698 -0.780
H 1.9652 -0.7776 1.5644 0.347
H 0.7617 0.5322 1.4064 0.322
H 0.2543 -1.1192 1.6166 0.303
H -0.0357 -0.2419 -0.4534 0.646
H 1.3039 1.1150 -1.4360 0.250
H 2.4937 -0.1603 -1.7327 0.235
H 2.5014 0.7644 -0.2294 0.263
```

**LUMO**: 0.16387 Eh
**Net charge**: -1
**Gap between HOMO and LUMO**: 7.06 eV

Arrangement 2

This record from the OMol25 dataset describes 2 unconnected molecules or ions with the total composition C3H10NO. The level of theory is ωB97M-V/def2-TZVPD.

```
15
Properties=species:S:1:pos:R:3:mulliken_charge:R:1
C -0.9252 -2.1534 -0.2886 -0.641
O -0.2974 -1.5286 0.7938 -0.859
H -0.2647 -2.1699 -1.2200 0.122
H -1.1831 -3.2099 -0.0987 0.248
H -1.8649 -1.6397 -0.6108 0.182
C 0.4133 1.1566 -1.0732 -0.865
N -0.3022 1.0888 0.2061 -0.601
C 0.6389 1.2124 1.3393 -0.853
H 0.9297 2.0844 -1.2159 0.349
H 1.1592 0.3229 -1.2192 0.259
H -0.3371 1.0489 -1.8880 0.277
H -0.6062 0.0783 0.2840 0.531
H 1.4866 0.4944 1.2953 0.274
H 0.1057 0.9621 2.2527 0.283
H 1.0475 2.2526 1.4432 0.294
```

**LUMO**: 0.16335 Eh
**Net charge**: -1
**Gap between HOMO and LUMO**: 7.00 eV

Which of them is the most stable, and which is the least stable? arrangement 2 and arrangement 1, in that order.